Version w
8
Properties=species:S:1:pos:R:3:lowdin_charge:R:1 method="wB97M-V/def2-TZVPD" lumo_ev="-0.122 / -0.538" orbital_gap_ev="9.3 / 6.7" mol_weight_g_mol=92.19 spin_multiplicity=1
C -1.05661 -0.41420 -0.30586 -0.4015
C 0.28686 0.19862 -0.07251 -1.2185
S -0.22877 0.61846 -1.65047 0.7849
S 0.87443 0.96206 1.30643 0.7165
H -0.92758 -1.54865 -0.58118 0.0987
H -1.81701 0.07277 0.16401 0.0213
H 1.51667 -1.96598 0.45586 0.1035
H 1.35200 2.07691 0.68372 -0.1050

Version x
8
Properties=species:S:1:pos:R:3:lowdin_charge:R:1 method="wB97M-V/def2-TZVPD" lumo_ev=-0.313 orbital_gap_ev=8.5 mol_weight_g_mol=92.19 smiles="CC(=S)S" spin_multiplicity=1
C 0.91611 0.45759 0.03497 -0.2298
C -0.54330 0.04673 0.00505 -1.2349
S -1.83673 1.00183 0.40649 0.6094
S -0.64246 -1.65646 -0.40927 0.7689
H 1.45880 0.08504 0.88782 0.0673
H 1.43434 0.10267 -0.81901 0.0345
H 1.06633 1.66658 -0.16088 0.1393
H -1.85310 -1.70398 0.05482 -0.1546

Version y
8
Properties=species:S:1:pos:R:3:lowdin_charge:R:1 method="wB97M-V/def2-TZVPD" lumo_ev=-0.276 orbital_gap_ev=8.5 mol_weight_g_mol=92.19 smiles="CC(=S)S" spin_multiplicity=1
C 0.09106 -0.69729 -0.11432 -0.2642
C -1.02235 0.28419 0.07703 -1.2164
S -2.56154 -0.25750 -0.00469 0.6531
S -0.18161 1.85647 0.34752 0.7325
H -0.27906 -1.56945 -0.64588 0.0645
H 0.93364 -0.26218 -0.64898 0.0574
H 0.44888 -1.02296 0.86507 0.0862
H -0.87294 2.97955 0.76076 -0.1131

Relative energies, unit kJ/mol: version w 448.4; version x 0.0; version y 8.9